{"formula": "C63H93BrI2N10O4", "method": "ωB97M-V with the def2-TZVPD basis set", "lumo_ev": 0.07, "homo_lumo_gap_ha": 0.301, "e_tot_ha": -6474.05337, "smiles": "CCCCN[C@@]1([C@@H](Br)CC)C(=O)O[C@@](I)(C[C@@H]2CO2)[C@@]1(CCCI)CCCCCCCCCOC.c1cc[nH]c1.c1cc[nH]c1.c1cc[nH]c1.c1cc[nH]c1.c1cc[nH]c1.c1cc[nH]c1.c1cc[nH]c1.c1cc[nH]c1.c1cc[nH]c1", "molar_mass_g_mol": 1388.215, "homo_energy_ev": -8.1, "species": ["C", "C", "C", "C", "N", "C", "C", "Br", "C", "C", "C", "O", "O", "C", "I", "C", "C", "C", "O", "C", "C", "C", "C", "I", "C", "C", "C", "C", "C", "C", "C", "C", "C", "O", "C", "H", "H", "H", "H", "H", "H", "H", "H", "H", "H", "H", "H", "H", "H", "H", "H", "H", "H", "H", "H", "H", "H", "H", "H", "H", "H", "H", "H", "H", "H", "H", "H", "H", "H", "H", "H", "H", "H", "H", "H", "H", "H", "H", "H", "H", "H", "H", "H", "N", "C", "C", "C", "C", "H", "H", "H", "H", "H", "N", "C", "C", "C", "C", "H", "H", "H", "H", "H", "N", "C", "C", "C", "C", "H", "H", "H", "H", "H", "N", "C", "C", "C", "C", "H", "H", "H", "H", "H", "N", "C", "C", "C", "C", "H", "H", "H", "H", "H", "N", "C", "C", "C", "C", "H", "H", "H", "H", "H", "N", "C", "C", "C", "C", "H", "H", "H", "H", "H", "N", "C", "C", "C", "C", "H", "H", "H", "H", "H", "N", "C", "C", "C", "C", "H", "H", "H", "H", "H"], "xyz": [[-6.5811, 1.8440, -1.7821], [-5.0463, 2.1093, -2.0583], [-4.5555, 1.1629, -3.1765], [-2.9822, 1.0674, -3.2618], [-2.2735, 1.3062, -1.9900], [-1.8142, 0.1192, -1.2702], [-2.6891, -1.1585, -1.1307], [-4.5068, -0.8239, -0.3933], [-2.8149, -2.0786, -2.3690], [-3.5994, -3.3801, -1.9137], [-0.5266, -0.3305, -2.0582], [-0.0679, 0.0124, -3.0767], [0.0652, -1.2817, -1.2380], [0.1549, -0.6090, 0.0558], [0.1778, -2.3141, 1.4137], [1.6174, -0.0594, 0.0347], [2.2071, -0.0156, 1.5156], [3.6553, 0.5564, 1.6078], [3.2765, -0.9062, 1.7786], [-1.0588, 0.4304, 0.1090], [-1.8450, 0.1844, 1.4249], [-2.9238, 1.2700, 1.7286], [-3.9867, 0.8477, 2.7769], [-3.3173, -0.5412, 4.2865], [-0.6215, 1.9270, 0.1738], [0.1783, 2.4119, 1.4083], [-0.0945, 3.9389, 1.6970], [-0.4358, 4.1643, 3.2065], [0.8074, 3.9527, 4.1319], [0.7813, 2.5881, 4.8916], [0.3878, 2.7305, 6.4098], [-0.3305, 1.4007, 6.8062], [-0.6853, 1.4060, 8.3208], [-1.8792, 0.7143, 8.6453], [-1.7580, -0.6718, 8.3714], [-6.7144, 1.8463, -0.6839], [-6.8274, 0.8292, -2.1313], [-7.2036, 2.6298, -2.2311], [-4.9060, 3.1758, -2.3089], [-4.5369, 1.9528, -1.0995], [-4.8947, 1.6233, -4.1244], [-4.9675, 0.1453, -3.1035], [-2.7185, 1.9228, -3.9155], [-2.6455, 0.1798, -3.8229], [-1.4925, 1.8947, -2.2583], [-2.2224, -1.7890, -0.3575], [-1.8577, -2.4518, -2.7609], [-3.4428, -1.6497, -3.1660], [-4.6761, -3.3167, -2.1059], [-3.3501, -3.5901, -0.8594], [-3.1685, -4.2217, -2.4876], [1.7235, 0.9636, -0.3514], [2.2893, -0.7653, -0.4745], [1.5180, 0.2392, 2.3388], [3.8553, 1.0724, 2.5515], [4.3921, 0.2840, 0.8506], [-1.1999, 0.1531, 2.3204], [-2.3851, -0.7778, 1.4568], [-3.4790, 1.5200, 0.8041], [-2.4629, 2.2151, 2.0613], [-4.2844, 1.7603, 3.3200], [-4.9140, 0.4511, 2.3427], [-1.4599, 2.6222, 0.0044], [0.0382, 2.0910, -0.7094], [1.2546, 2.3483, 1.1780], [0.0133, 1.8910, 2.3594], [0.8372, 4.5006, 1.5074], [-0.8929, 4.3557, 1.0616], [-0.8337, 5.1838, 3.3529], [-1.2131, 3.4273, 3.4838], [0.8277, 4.7713, 4.8735], [1.7562, 4.0158, 3.5644], [0.0129, 1.9151, 4.4655], [1.7585, 2.0755, 4.8113], [-0.3631, 3.5415, 6.4314], [1.2636, 2.9194, 7.0477], [-1.2149, 1.2806, 6.1528], [0.3366, 0.5565, 6.5372], [-0.7950, 2.4607, 8.6225], [0.1553, 0.9113, 8.8538], [-0.7593, -1.0770, 8.6348], [-1.8651, -0.8112, 7.2740], [-2.5760, -1.2171, 8.8610], [-2.0001, 8.1767, 0.6270], [-3.0252, 8.2562, -0.2765], [-2.7316, 7.4210, -1.3220], [-1.4825, 6.8091, -1.0361], [-1.0588, 7.2936, 0.1735], [-1.9475, 8.6872, 1.4901], [-3.8710, 8.8990, -0.0981], [-3.3447, 7.2649, -2.1946], [-0.9557, 6.0944, -1.6483], [-0.1710, 7.0878, 0.7489], [-9.7969, 0.2955, -0.2730], [-10.3951, -0.6084, -1.1091], [-11.6457, -0.1393, -1.4120], [-11.8073, 1.0992, -0.7371], [-10.6498, 1.3413, -0.0458], [-8.8743, 0.2058, 0.1127], [-9.8805, -1.5048, -1.4139], [-12.3648, -0.6289, -2.0483], [-12.6741, 1.7395, -0.7575], [-10.3601, 2.1638, 0.5868], [3.8043, 5.1146, -0.6780], [4.5993, 4.0365, -0.9654], [3.8438, 3.1294, -1.6596], [2.5429, 3.6832, -1.8013], [2.5510, 4.9089, -1.1878], [4.0963, 5.9311, -0.1717], [5.6294, 4.0089, -0.6511], [4.1841, 2.1743, -2.0272], [1.6980, 3.2326, -2.2985], [1.7766, 5.6494, -1.0698], [0.8886, -6.5894, -0.7259], [0.8235, -5.2429, -0.4745], [0.6118, -4.6034, -1.6649], [0.5431, -5.5938, -2.6753], [0.7163, -6.8097, -2.0696], [1.0431, -7.3020, -0.0354], [0.9359, -4.8530, 0.5229], [0.5183, -3.5374, -1.7960], [0.3884, -5.4308, -3.7297], [0.7354, -7.8083, -2.4746], [6.5146, 3.7584, 4.1393], [5.2339, 3.3907, 4.4514], [5.2836, 2.5879, 5.5603], [6.6479, 2.4705, 5.9357], [7.3816, 3.2052, 5.0423], [6.7777, 4.3438, 3.3674], [4.4009, 3.7308, 3.8577], [4.4358, 2.1355, 6.0493], [7.0448, 1.9111, 6.7670], [8.4419, 3.3809, 4.9702], [-6.5256, -4.5183, 0.2053], [-5.8026, -5.6538, -0.0380], [-6.6237, -6.5486, -0.6725], [-7.8911, -5.9264, -0.8228], [-7.7981, -4.6746, -0.2740], [-6.1757, -3.6955, 0.6643], [-4.7703, -5.7269, 0.2614], [-6.3462, -7.5392, -0.9944], [-8.7701, -6.3492, -1.2816], [-8.5250, -3.8845, -0.1823], [4.8813, -6.3839, -3.2043], [3.8385, -5.7040, -2.6296], [4.0510, -4.3711, -2.8138], [5.2585, -4.2222, -3.5298], [5.7556, -5.4805, -3.7636], [4.9894, -7.3820, -3.2164], [3.0354, -6.2240, -2.1352], [3.4042, -3.5812, -2.4677], [5.7087, -3.2909, -3.8346], [6.6451, -5.8119, -4.2731], [6.0483, -1.1592, -5.6825], [4.9980, -0.5082, -5.0924], [5.1896, 0.8345, -5.2593], [6.4000, 1.0079, -5.9818], [6.9050, -0.2424, -6.2323], [6.1704, -2.1557, -5.7086], [4.2083, -1.0571, -4.6057], [4.5277, 1.6063, -4.9001], [6.8477, 1.9410, -6.2831], [7.7961, -0.5576, -6.7492], [9.6159, -5.8508, -4.8749], [9.6179, -6.3013, -3.5820], [10.8382, -6.8730, -3.3375], [11.6051, -6.7587, -4.5275], [10.8254, -6.1219, -5.4561], [8.8465, -5.3913, -5.3275], [8.7530, -6.1769, -2.9512], [11.1479, -7.3224, -2.4081], [12.6141, -7.1040, -4.6832], [11.0247, -5.8398, -6.4765]], "forces_ev_per_a": [[1.11, 0.18, 0.39], [-1.20, -0.48, 0.32], [1.11, 0.45, 0.04], [-0.87, 1.13, -0.62], [-1.20, -0.48, 0.03], [1.87, 0.74, -0.58], [0.32, -0.14, -0.69], [0.41, -0.05, -0.22], [-1.82, -1.06, 0.64], [1.33, 0.03, -0.55], [-1.13, -1.88, 2.35], [0.33, 0.59, -1.50], [0.03, 0.94, -0.18], [1.25, -0.24, -1.41], [-0.46, 0.33, 0.10], [0.14, -0.17, 3.01], [2.43, 1.15, -2.33], [-1.72, -3.03, 0.60], [-1.42, 0.85, 1.36], [-0.42, 0.11, 1.44], [-1.46, 0.37, 0.25], [-0.11, -0.24, -0.18], [-0.09, 1.04, -0.12], [-0.17, 0.22, -0.16], [1.06, -0.13, -0.88], [0.27, 1.25, -0.27], [0.21, -0.24, 0.86], [0.51, -0.05, -0.49], [-0.18, -0.40, 0.15], [0.14, 0.36, 0.69], [-0.68, -1.12, -1.45], [0.49, 0.43, 0.16], [0.29, -0.35, -0.82], [0.29, -0.13, 0.32], [-0.08, 0.09, -1.03], [-0.26, 0.15, -0.47], [-0.26, 0.51, -0.03], [-0.05, -0.54, 0.08], [0.12, -0.48, -0.11], [0.18, -0.08, -0.56], [0.07, -0.58, 0.23], [-0.17, 0.46, 0.18], [0.19, -0.39, 0.38], [-0.15, 0.18, 0.37], [0.13, -0.33, 0.55], [-0.18, 0.43, -0.22], [-0.05, 0.71, 0.22], [0.66, 0.15, 0.20], [0.32, -0.04, 0.33], [-0.45, 0.02, -0.31], [-0.47, 0.25, 0.19], [-0.29, -0.48, -0.30], [-0.51, 0.26, -0.12], [0.53, -0.26, -0.31], [0.52, -0.22, -0.42], [-0.17, 2.01, -0.37], [0.12, -0.03, -0.66], [0.45, 0.27, -0.27], [0.26, -0.13, 0.36], [-0.02, -0.44, -0.03], [0.11, -0.55, 0.01], [0.58, -0.24, 0.06], [-0.02, -0.76, 0.13], [-0.30, 0.15, 0.41], [-0.39, -0.23, 0.23], [-0.19, -0.24, -0.55], [-0.44, -0.04, -0.21], [0.27, -0.22, 0.14], [0.05, -0.42, -0.11], [0.13, 0.49, 0.06], [0.12, -0.35, -0.23], [-0.52, 0.13, 0.03], [0.44, 0.31, -0.07], [-0.41, 0.13, 0.00], [0.47, -0.13, 0.50], [-0.37, 0.22, -0.16], [0.12, 0.16, 0.53], [-0.27, 0.29, 0.26], [-0.10, -0.54, 0.21], [-0.25, 0.54, 0.03], [-0.48, 0.18, 0.25], [0.03, -0.19, 0.43], [0.38, 0.26, 0.03], [-0.03, -0.06, -0.05], [0.00, 0.05, 0.02], [-0.08, 0.03, 0.01], [0.07, -0.05, 0.04], [0.08, 0.02, 0.06], [-0.01, -0.03, -0.05], [0.02, -0.02, -0.03], [0.01, 0.01, 0.03], [-0.02, 0.01, 0.01], [-0.02, -0.02, -0.02], [-0.07, 0.01, -0.05], [0.07, -0.07, 0.04], [0.02, -0.07, -0.04], [0.01, 0.08, 0.04], [0.05, 0.02, 0.07], [-0.03, 0.03, -0.06], [-0.03, 0.02, -0.01], [0.03, 0.01, 0.01], [0.03, -0.01, 0.00], [-0.03, -0.01, -0.02], [-0.02, -0.06, -0.04], [0.01, 0.03, 0.09], [0.05, -0.08, 0.02], [-0.10, 0.00, 0.06], [-0.05, 0.05, 0.09], [-0.01, -0.02, -0.07], [-0.02, -0.03, -0.04], [0.01, 0.03, -0.01], [0.04, 0.02, -0.04], [0.00, -0.02, -0.03], [0.00, 0.10, -0.14], [0.10, -0.30, 0.11], [-0.06, 0.22, 0.00], [-0.15, -0.17, -0.08], [-0.17, -0.14, 0.09], [-0.03, 0.04, -0.03], [0.05, -0.15, -0.13], [0.02, -0.03, 0.04], [0.04, -0.02, 0.02], [-0.02, 0.03, 0.00], [-0.01, -0.01, 0.07], [-0.07, 0.01, -0.10], [-0.09, 0.02, -0.03], [0.09, 0.01, 0.01], [0.04, 0.00, -0.04], [-0.01, -0.03, 0.05], [0.00, -0.02, 0.03], [0.02, 0.01, -0.01], [-0.01, 0.02, -0.03], [-0.03, -0.03, 0.02], [-0.01, -0.02, -0.04], [0.04, 0.03, 0.06], [0.08, -0.01, 0.00], [-0.07, 0.05, -0.03], [0.00, 0.07, 0.04], [0.02, -0.04, -0.06], [-0.03, -0.02, -0.01], [0.00, 0.03, 0.01], [0.02, 0.02, 0.01], [-0.01, -0.05, 0.01], [0.10, 0.38, -0.10], [0.11, -0.42, 0.15], [-0.28, 0.33, 0.12], [0.35, -0.10, -0.25], [-0.11, -0.12, 0.07], [0.00, 0.06, -0.01], [0.11, 0.06, -0.05], [-0.02, -0.04, 0.00], [0.06, -0.03, 0.08], [-0.04, -0.02, 0.01], [0.01, 0.09, -0.04], [0.01, -0.24, 0.06], [-0.10, 0.14, 0.07], [0.09, -0.09, -0.06], [-0.01, 0.00, 0.05], [-0.06, 0.05, -0.04], [0.01, 0.02, -0.02], [0.03, 0.01, -0.03], [-0.01, -0.03, 0.00], [-0.02, 0.03, 0.02], [0.05, -0.01, 0.04], [-0.10, -0.02, 0.02], [-0.05, 0.01, 0.04], [0.03, 0.02, -0.07], [-0.03, 0.00, -0.07], [0.07, 0.00, 0.02], [0.04, 0.01, 0.01], [-0.01, 0.02, -0.02], [-0.03, 0.02, 0.00], [0.02, -0.02, 0.03]]}